Below is a 2-piece molecular cluster, C4H3Br overall in a non-equilibrium geometry, with properties calculated with ωB97M-V/def2-TZVPD.

* HOMO level (spin up / spin down): -8.09 / -9.94 eV
* lowest unoccupied orbital energy (spin up / spin down): 0.48 / -2.40 eV
* total charge: 0
* spin multiplicity: 3
* HOMO-LUMO gap (spin up / spin down): 8.5778 / 7.5404 eV

Positions of all 8 atoms, in Å:
1 C -0.173 0.866 -1.143
2 C -0.376 1.230 -3.273
3 C 0.354 -0.232 -0.304
4 C -0.317 1.086 0.119
5 Br -1.673 2.460 -3.377
6 H -0.199 -1.161 -0.228
7 H 1.426 -0.349 -0.178
8 H -0.627 1.640 0.969